A 4-piece molecular cluster, CH9NO3 overall. Source: the OMol25 dataset; level of theory: wB97M-V/def2-TZVPD.

Output
2S+1: 2
Energy above the lowest of the compared OMol25 structures with the same formula, charge and spin in kcal per mole: 18.0
Highest occupied orbital energy (alpha / beta) in eV: 0.4 / -3.1
Orbital gap (alpha / beta) in eV: 3.073 / 6.491
F_max in hartree/bohr: 0.01647
E_LUMO (alpha / beta) in eV: 3.45 / 3.43
Total energy in hartree: -323.9039
Total charge: -1

Last column: Löwdin charge in e.
Positions of all 14 atoms, in Å:
C: -2.245 -2.209 1.661  -0.403
N: -1.864 -1.828 0.398  -0.229
H: -1.780 -3.142 2.001  -0.054
H: -2.723 -1.555 2.387  -0.059
H: -2.481 -1.129 -0.016  -0.065
H: 0.088 -1.813 -0.350  -0.018
H: 1.637 -1.842 -0.704  0.001
O: 0.872 -1.264 -0.599  -0.135
H: 1.248 2.697 -1.181  0.001
H: 0.703 2.777 -2.595  0.030
O: 1.476 2.484 -2.101  -0.075
H: 0.823 1.304 0.537  0.039
H: 2.037 2.083 0.837  0.038
O: 1.080 2.145 0.952  -0.071

A 3-piece molecular cluster, CH9NO3 overall. Source: the OMol25 dataset; level of theory: wB97M-V/def2-TZVPD.

Output
Energy above the lowest of the compared OMol25 structures with the same formula, charge and spin in kcal per mole: 17.7
Highest occupied orbital energy in eV: -9.7
SMILES: NCO.O.O
Orbital gap in eV: 10.343
F_max in hartree/bohr: 0.03894
E_LUMO in eV: 0.68
Total energy in hartree: -323.9393
Total charge: 0

Last column: Löwdin charge in e.
Positions of all 14 atoms, in Å:
N: -0.542 -0.247 1.849  0.007
C: -1.437 -0.837 0.843  -0.313
O: -2.341 0.121 0.270  -0.094
H: -0.442 0.748 1.671  0.059
H: -0.847 -0.201 2.812  0.058
H: -0.918 -1.127 -0.091  0.109
H: -2.095 -1.589 1.276  0.113
H: -1.771 0.629 -0.311  0.063
O: 3.177 1.297 0.266  -0.089
H: 4.049 0.888 0.547  0.067
H: 2.546 0.801 0.794  0.013
O: 0.153 -0.241 -2.910  -0.060
H: -0.423 -0.432 -3.653  0.030
H: 0.889 0.189 -3.365  0.038

A 4-piece molecular cluster, CH9NO4 overall. Source: the OMol25 dataset; level of theory: wB97M-V/def2-TZVPD.

Output
Energy above the lowest of the compared OMol25 structures with the same formula, charge and spin in kcal per mole: 29.8
Highest occupied orbital energy in eV: -9.7
SMILES: NC=O.O.O.O
Orbital gap in eV: 9.854
F_max in hartree/bohr: 0.05455
E_LUMO in eV: 0.13
Total energy in hartree: -399.2040
Total charge: 0

Last column: Löwdin charge in e.
Positions of all 15 atoms, in Å:
N: -0.804 -1.219 -2.011  0.093
C: -1.241 -1.958 -0.901  -0.398
O: -2.125 -2.773 -1.012  0.007
H: -1.297 -1.690 -2.764  0.092
H: -0.770 -0.209 -1.922  0.035
H: -0.962 -1.541 0.093  0.121
O: 2.051 0.267 4.585  -0.062
H: 2.189 0.718 3.738  0.023
H: 1.095 0.361 4.622  0.031
O: -0.592 1.737 -2.212  -0.044
H: -0.315 2.256 -1.459  0.038
H: -1.303 2.257 -2.594  0.052
O: 1.000 0.612 0.805  -0.071
H: 1.391 -0.108 0.274  0.050
H: 1.682 1.291 0.759  0.033

A 2-piece molecular cluster, CH9NOSi2 overall. Source: the OMol25 dataset; level of theory: wB97M-V/def2-TZVPD.

Output
2S+1: 3
Energy above the lowest of the compared OMol25 structures with the same formula, charge and spin in kcal per mole: 39.2
Highest occupied orbital energy (alpha / beta) in eV: -6.7 / -10.0
Orbital gap (alpha / beta) in eV: 7.646 / 8.788
F_max in hartree/bohr: 0.06794
E_LUMO (alpha / beta) in eV: 0.96 / -1.21
Total energy in hartree: -752.2218
Total charge: 0

Last column: Löwdin charge in e.
Positions of all 14 atoms, in Å:
C: 2.059 0.396 -0.135  -0.132
N: -0.162 0.540 -0.705  -0.218
O: 1.127 0.274 -1.173  -0.257
Si: -0.843 -0.427 2.136  0.581
Si: -1.414 -0.081 -1.700  0.528
H: 2.429 1.410 0.015  0.079
H: 3.028 -0.179 -0.167  0.101
H: 1.476 0.017 0.789  0.018
H: -1.278 0.902 2.081  -0.189
H: 0.589 -0.679 2.526  -0.151
H: -1.742 -1.670 2.283  -0.147
H: -2.635 0.213 -0.939  -0.084
H: -1.713 0.735 -3.010  -0.071
H: -0.919 -1.451 -2.001  -0.059

A 4-piece molecular cluster, CH9O4 overall. Source: the OMol25 dataset; level of theory: wB97M-V/def2-TZVPD.

Output
Energy above the lowest of the compared OMol25 structures with the same formula, charge and spin in kcal per mole: 14.3
Highest occupied orbital energy in eV: -4.2
Orbital gap in eV: 8.456
F_max in hartree/bohr: 0.03899
E_LUMO in eV: 4.22
Total energy in hartree: -344.4722
Total charge: -1

Last column: Löwdin charge in e.
Positions of all 14 atoms, in Å:
C: -0.228 -1.510 0.457  -0.323
O: -0.251 -0.246 -0.075  -0.415
H: 0.508 -2.210 0.007  0.058
H: -0.068 -1.511 1.587  0.069
H: -1.238 -1.952 0.441  0.045
H: 1.851 1.805 0.388  -0.002
H: 0.336 1.298 0.356  -0.015
O: 0.988 1.900 0.794  -0.121
H: -2.001 1.559 -0.188  0.018
H: -2.014 0.344 0.268  0.007
O: -2.753 0.981 0.047  -0.137
H: 1.117 -0.171 -0.763  -0.016
H: 1.755 -0.384 -2.060  0.002
O: 1.997 0.097 -1.260  -0.169

CHAlLiO as an isolated structure. Source: the OMol25 dataset; level of theory: wB97M-V/def2-TZVPD.

Output
Energy above the lowest of the compared OMol25 structures with the same formula, charge and spin in kcal per mole: 72.0
Highest occupied orbital energy (alpha / beta) in eV: -11.7 / -11.7
Orbital gap (alpha / beta) in eV: 5.522 / 5.517
F_max in hartree/bohr: 0.08213
E_LUMO (alpha / beta) in eV: -6.17 / -6.17
Total energy in hartree: -363.4981
Total charge: +1

Last column: Löwdin charge in e.
Positions of all 5 atoms, in Å:
H: 0.171 -0.444 0.365  -0.297
O: 1.375 1.327 0.417  0.069
C: 1.156 0.248 0.714  -0.150
Al: -0.690 -1.454 -0.811  0.795
Li: -2.013 0.322 -0.685  0.583

> Look up the total energy of the third one.

-399.2040 hartree